Molecular formula: H6IO3
Method: DFT, wB97M-V/def2-TZVPD

Element x y z (Å)
I: 0.037 0.463 -0.768
O: 0.990 3.200 -0.361
H: 1.053 2.401 -0.885
H: 1.849 3.284 0.053
O: -1.628 -1.975 -0.635
H: -0.801 -1.492 -0.651
H: -1.375 -2.888 -0.775
O: 0.010 -0.855 1.701
H: -0.317 -1.720 1.454
H: 0.183 -0.417 0.867

Total charge: -1
LUMO (hartree): 0.1318
Relative energy (zero: lowest compared OMol25 entry of this formula, charge and spin) (kcal per mole): 48.0
Orbital gap (hartree): 0.283

Molecular formula: C31H36HfN4S
Method: DFT, wB97M-V/def2-TZVPD

Element x y z (Å)
C: -2.259 2.582 2.183
C: -2.034 2.522 0.977
C: -1.798 1.999 -0.455
C: -2.920 1.886 -1.465
C: -4.383 2.296 -1.087
C: -4.541 3.761 -0.501
C: -3.523 4.957 -0.707
N: -5.592 3.958 0.222
C: -2.515 1.354 -2.842
C: -3.576 1.223 -4.027
C: -1.107 0.930 -3.143
C: 0.042 0.985 -2.127
C: -0.393 1.571 -0.774
S: 0.887 1.739 0.502
C: 1.956 0.331 0.140
C: 2.086 -0.094 -1.358
C: 3.050 -1.259 -1.567
C: 3.753 -1.946 -0.439
C: 3.557 -1.520 1.045
C: 4.265 -2.286 2.193
C: 5.398 -1.643 2.951
C: 5.891 -2.536 4.029
C: 5.292 -3.892 4.206
N: 4.252 -4.529 3.532
C: 3.797 -3.652 2.572
C: 2.652 -0.346 1.276
C: 2.363 0.207 2.739
C: 0.868 -0.243 3.171
C: 0.281 -1.453 2.327
C: -1.025 -2.017 3.059
C: -2.363 -1.441 2.424
C: -3.598 -2.050 3.241
N: 1.392 0.601 -2.367
N: 1.785 0.419 -3.666
C: 1.350 -0.842 -4.325
C: 0.923 -0.570 -5.873
H: -2.380 2.506 3.298
H: -4.709 1.581 -0.256
H: -5.140 2.172 -1.912
H: -2.961 5.186 0.260
H: -2.764 4.760 -1.522
H: -4.125 5.894 -0.936
H: -5.614 4.935 0.544
H: -4.560 1.713 -3.787
H: -3.127 1.829 -4.886
H: -3.724 0.152 -4.347
H: -0.890 0.547 -4.180
H: 3.268 -1.642 -2.597
H: 4.429 -2.815 -0.672
H: 5.828 -0.619 2.795
H: 6.720 -2.193 4.712
H: 5.753 -4.526 5.032
H: 2.912 -4.047 1.972
H: 3.139 -0.217 3.450
H: 2.468 1.339 2.784
H: 0.210 0.667 2.954
H: 0.827 -0.428 4.285
H: -0.066 -1.088 1.300
H: 1.005 -2.321 2.195
H: -0.989 -3.153 2.955
H: -1.015 -1.774 4.164
H: -2.372 -1.727 1.317
H: -2.370 -0.303 2.448
H: -4.450 -2.389 2.574
H: -3.194 -2.899 3.865
H: -3.963 -1.243 3.959
H: 1.534 1.257 -4.213
H: 2.130 -1.652 -4.380
H: 0.393 -1.222 -3.833
H: 1.588 -1.192 -6.564
H: -0.138 -0.922 -6.088
H: 1.075 0.526 -6.200
Hf: 1.056 2.306 -6.552

Total charge: +4
LUMO (hartree): -0.5790
Orbital gap (hartree): 0.073

Molecular formula: C28H75N3O15
Method: DFT, wB97M-V/def2-TZVPD

Element x y z (Å)
C: -5.601 0.389 -5.475
O: -4.524 -0.557 -5.520
C: -3.617 -0.124 -4.487
C: -2.268 -0.697 -4.828
N: -1.340 -0.010 -3.979
C: 0.004 -0.134 -4.563
C: 1.037 0.320 -3.573
O: 1.081 -0.306 -2.535
C: 2.019 -1.359 -2.552
H: -5.999 0.489 -4.444
H: -6.425 0.141 -6.167
H: -5.369 1.393 -5.755
H: -3.951 -0.522 -3.515
H: -3.582 0.957 -4.380
H: -2.138 -0.491 -5.929
H: -2.322 -1.768 -4.662
H: -1.436 -0.251 -2.990
H: -0.044 0.509 -5.440
H: 0.227 -1.120 -4.994
H: 0.692 1.309 -3.392
H: 1.954 0.534 -4.081
H: 1.870 -2.175 -3.221
H: 2.023 -1.867 -1.559
H: 2.973 -0.948 -2.784
C: -0.578 -2.484 4.503
O: -1.755 -2.266 3.687
C: -1.406 -1.445 2.555
C: -2.679 -1.225 1.814
N: -2.456 -0.288 0.712
C: -3.697 -0.258 -0.029
C: -3.776 0.970 -0.885
O: -4.834 1.159 -1.512
C: -5.051 2.484 -2.094
H: 0.250 -2.901 3.958
H: -0.692 -3.008 5.431
H: -0.143 -1.533 4.914
H: -0.765 -2.016 1.925
H: -0.905 -0.570 2.842
H: -3.394 -0.749 2.477
H: -3.086 -2.190 1.488
H: -1.754 -0.628 0.018
H: -4.437 -0.127 0.728
H: -3.878 -1.196 -0.655
H: -2.992 0.804 -1.615
H: -3.544 1.866 -0.406
H: -5.207 3.305 -1.384
H: -5.863 2.540 -2.838
H: -4.122 2.860 -2.692
C: -0.676 3.132 -2.175
O: 0.305 3.220 -1.130
C: -0.368 3.185 0.102
C: 0.729 3.195 1.179
N: 0.066 2.697 2.345
C: 0.852 3.011 3.535
C: 0.497 2.043 4.631
O: 0.848 0.856 4.510
C: 1.717 0.347 5.494
H: -0.063 3.454 -2.992
H: -1.534 3.724 -2.025
H: -1.038 2.101 -2.350
H: -0.929 2.252 0.028
H: -1.074 3.981 0.176
H: 0.990 4.262 1.278
H: 1.568 2.586 0.864
H: 0.115 1.660 2.257
H: 0.576 3.995 3.902
H: 1.849 3.045 3.104
H: -0.529 2.094 4.903
H: 1.035 2.477 5.463
H: 1.943 -0.597 5.066
H: 1.277 0.140 6.442
H: 2.612 0.956 5.542
O: 3.966 2.449 1.817
C: 4.816 2.508 3.000
C: 4.889 1.253 3.650
O: 5.388 1.501 4.988
H: 3.884 3.374 1.505
H: 5.782 2.821 2.631
H: 4.364 3.217 3.722
H: 5.590 0.606 2.996
H: 3.879 0.808 3.751
H: 4.754 2.076 5.420
O: -1.176 -1.507 -1.632
C: -1.448 -2.849 -1.457
C: -1.767 -3.392 -2.731
O: -1.839 -4.804 -2.613
H: -0.302 -1.421 -1.987
H: -0.502 -3.332 -1.246
H: -2.179 -2.898 -0.704
H: -1.057 -3.202 -3.532
H: -2.688 -2.968 -3.092
H: -2.393 -5.025 -1.841
O: 4.469 0.661 -0.193
C: 5.007 1.331 -1.311
C: 3.916 2.182 -1.738
O: 4.384 2.862 -2.866
H: 4.358 1.248 0.532
H: 5.969 1.863 -1.053
H: 5.238 0.680 -2.138
H: 3.785 2.975 -0.988
H: 2.972 1.627 -1.939
H: 3.716 3.593 -3.111
O: -0.885 -6.270 2.350
C: -0.500 -4.978 1.892
C: 0.931 -4.875 1.575
O: 1.206 -3.708 0.864
H: -1.826 -6.240 2.501
H: -1.196 -4.729 1.015
H: -0.783 -4.278 2.694
H: 1.317 -5.726 1.058
H: 1.502 -4.765 2.540
H: 1.659 -3.178 1.512
C: 1.078 -0.177 0.661
C: 2.153 -0.620 1.530
O: 1.518 -1.398 2.524
H: 0.553 -1.013 0.154
H: 1.387 0.482 -0.106
H: 0.332 0.430 1.188
H: 2.702 0.237 1.930
H: 2.843 -1.173 0.919
H: 0.962 -0.891 3.095

Total charge: 0
LUMO (hartree): 0.0091
Relative energy (zero: lowest compared OMol25 entry of this formula, charge and spin) (kcal per mole): 26.3
Orbital gap (hartree): 0.319

Molecular formula: C27H48Cl30N2O5
Method: DFT, wB97M-V/def2-TZVPD

Element x y z (Å)
N: 0.292 -3.227 -2.107
C: 0.272 -2.102 -2.127
C: 0.319 -0.568 -2.169
C: 0.425 0.062 -0.732
C: 0.203 1.607 -0.659
C: 0.967 2.439 -1.746
C: 1.308 3.858 -1.202
O: 0.336 4.565 -0.974
O: 2.717 4.257 -1.048
C: -0.817 0.031 -3.084
C: -1.064 -1.022 -4.207
N: -1.238 -1.881 -4.917
C: -2.186 0.253 -2.373
O: -2.648 1.552 -2.803
C: -3.992 1.767 -2.388
O: -3.956 2.099 -1.001
C: -4.854 1.338 -0.181
C: -4.046 0.971 1.138
O: -4.878 1.164 2.287
H: 1.286 -0.339 -2.685
H: -0.333 -0.463 -0.102
H: 1.416 -0.269 -0.311
H: 0.613 1.929 0.335
H: -0.884 1.849 -0.603
H: 1.863 1.920 -2.155
H: 0.246 2.634 -2.577
H: 2.898 4.159 -0.093
H: -0.450 0.927 -3.630
H: -2.963 -0.503 -2.642
H: -2.130 0.302 -1.264
H: -4.593 0.876 -2.643
H: -4.404 2.621 -2.966
H: -5.176 0.370 -0.621
H: -5.705 1.997 0.115
H: -3.112 1.575 1.142
H: -3.735 -0.100 1.040
H: -4.348 1.703 2.895
C: 1.649 -1.626 2.558
Cl: 2.600 -0.986 1.205
Cl: -0.040 -1.108 2.490
H: 1.683 -2.710 2.524
H: 2.083 -1.270 3.487
C: -1.044 -1.671 6.298
Cl: -1.348 -3.244 5.554
Cl: 0.610 -1.124 5.997
H: -1.734 -0.944 5.880
H: -1.196 -1.753 7.370
C: 6.167 -2.768 -0.432
Cl: 6.171 -1.329 0.597
Cl: 4.654 -2.912 -1.339
H: 6.993 -2.700 -1.135
H: 6.283 -3.649 0.198
C: 4.512 -6.241 1.878
Cl: 5.280 -5.617 0.415
Cl: 4.800 -5.172 3.258
H: 3.442 -6.316 1.708
H: 4.921 -7.223 2.101
C: -7.424 2.053 -4.088
Cl: -6.796 1.514 -2.526
Cl: -6.311 3.180 -4.874
H: -7.561 1.183 -4.723
H: -8.375 2.556 -3.938
C: 5.796 -4.670 7.239
Cl: 6.185 -3.456 6.013
Cl: 4.109 -4.553 7.748
H: 5.971 -5.658 6.822
H: 6.436 -4.514 8.103
C: -8.571 5.112 -1.236
Cl: -8.403 3.458 -0.632
Cl: -9.060 5.129 -2.937
H: -9.325 5.627 -0.649
H: -7.617 5.619 -1.140
C: -6.130 8.752 -1.402
Cl: -7.878 8.641 -1.155
Cl: -5.423 7.170 -1.753
H: -5.936 9.416 -2.238
H: -5.673 9.148 -0.500
C: 2.401 -8.203 6.492
Cl: 1.376 -7.189 7.513
Cl: 3.309 -7.235 5.323
H: 3.103 -8.741 7.123
H: 1.773 -8.907 5.954
C: -3.566 -4.395 -6.636
Cl: -5.314 -4.575 -6.424
Cl: -2.790 -5.955 -6.936
H: -3.380 -3.741 -7.482
H: -3.145 -3.961 -5.734
C: 6.997 -0.448 7.837
Cl: 7.638 -0.960 9.404
Cl: 8.098 0.670 7.024
H: 6.862 -1.326 7.212
H: 6.044 0.048 7.992
C: -6.999 1.450 -8.390
Cl: -8.608 1.565 -7.663
Cl: -5.800 0.898 -7.216
H: -7.036 0.744 -9.214
H: -6.708 2.431 -8.754
C: 5.913 4.769 -0.337
Cl: 5.796 3.345 -1.376
Cl: 6.061 4.315 1.366
H: 6.788 5.343 -0.626
H: 5.017 5.370 -0.464
C: 9.083 -7.393 -0.485
Cl: 8.115 -8.853 -0.247
Cl: 8.613 -6.117 0.644
H: 10.129 -7.635 -0.326
H: 8.936 -7.036 -1.500
C: 1.821 7.746 -0.012
Cl: 1.767 6.244 -0.961
Cl: 1.983 7.391 1.716
H: 2.673 8.342 -0.328
H: 0.903 8.306 -0.171

Total charge: 0
LUMO (hartree): 0.0083
Orbital gap (hartree): 0.347

Molecular formula: C6H7N
Method: DFT, wB97M-V/def2-TZVPD

Element x y z (Å)
C: -2.530 1.100 0.133
C: -1.383 0.759 0.246
C: 0.015 0.335 0.331
C: 0.160 -0.989 1.102
C: 0.579 0.265 -1.101
C: 2.001 -0.056 -1.091
N: 3.037 -0.579 -1.118
H: -3.548 1.405 0.053
H: 0.592 1.104 0.857
H: -0.388 -1.795 0.601
H: 1.212 -1.283 1.184
H: -0.249 -0.880 2.112
H: 0.096 -0.566 -1.648
H: 0.406 1.180 -1.662

Total charge: 0
LUMO (hartree): 0.0284
Relative energy (zero: lowest compared OMol25 entry of this formula, charge and spin) (kcal per mole): 51.1
Orbital gap (hartree): 0.415

Molecular formula: C4H14O4
Method: DFT, wB97M-V/def2-TZVPD

Element x y z (Å)
O: 1.973 0.119 -2.418
C: 1.458 -0.025 -1.089
C: -0.029 -0.346 -1.104
C: -0.954 0.832 -1.356
C: -1.632 1.368 -0.072
O: -0.835 1.116 1.097
H: 1.727 0.993 -2.750
H: 2.050 -0.818 -0.641
H: 1.610 0.917 -0.551
H: -0.155 -1.076 -1.918
H: -0.292 -0.983 -0.261
H: -1.732 0.549 -2.064
H: -0.394 1.669 -1.769
H: -2.566 0.839 0.106
H: -1.780 2.447 -0.160
H: -0.165 1.794 1.223
O: 1.429 -1.736 2.476
H: 1.845 -0.878 2.652
H: 2.053 -2.116 1.840
O: -1.533 -1.688 2.083
H: -1.267 -0.770 2.221
H: -0.811 -2.206 2.455

Total charge: 0
LUMO (hartree): 0.0131
Relative energy (zero: lowest compared OMol25 entry of this formula, charge and spin) (kcal per mole): 15.0
Orbital gap (hartree): 0.391

Q: Which molar mass values were calculated for the entries above? A: 180.95 675.21 693.91 1544.28 93.13 126.15, in u.
Q: Which electronic energy values were calculated for the entries above? A: -527.055164 -1865.790492 -2404.225023 -15348.789414 -287.505804 -461.732330, in Eh.